*one*
Density functional theory data (ωB97M-V/def2-TZVPD) for C18H37Br3O13S3 as an isolated structure.

Its net charge is 0. The molar mass comes out at 797.39 g mol⁻¹. For the HOMO energy, the calculation gives -9.49 eV. The HOMO-LUMO gap comes out at 9.4 eV.

```
74
C18H37Br3O13S3 | the OMol25 dataset | ωB97M-V/def2-TZVPD
O -0.8389 -1.9522 2.9315
C 0.3023 -1.7616 2.6903
O 0.7417 -1.4845 1.4132
C 2.1719 -1.3480 1.4048
C 2.5177 -0.8968 2.8377
C 1.5002 -1.7161 3.6280
H 2.4036 -0.5753 0.6830
H 2.7243 -2.2609 1.1716
H 2.3201 0.1572 3.0059
H 3.5363 -1.2140 3.0526
H 1.2200 -1.3245 4.6017
H 1.8134 -2.7500 3.8163
O -3.0921 -3.5801 -0.5453
C -3.1019 -2.4018 -0.4953
O -3.1777 -1.6292 -1.6070
C -3.2221 -0.2559 -1.2637
C -3.4859 -0.1581 0.2439
C -3.0565 -1.5253 0.7389
H -3.8796 0.2922 -1.9411
H -2.2491 0.1905 -1.5183
H -4.5377 0.0747 0.4306
H -2.9321 0.6657 0.6928
H -3.6339 -1.9929 1.5293
H -2.0138 -1.5053 1.0768
O -1.1478 -3.1308 -0.1957
S -0.7453 -2.4626 -1.3537
O -0.9197 -1.0571 -1.4645
O 0.7950 -2.7213 -1.5852
C 1.3029 -4.0445 -1.2614
C 2.1144 -4.5415 -2.4320
C -1.4261 -3.2306 -2.7791
H 0.4786 -4.7194 -1.0109
H 1.8845 -3.9711 -0.3419
H 1.4968 -4.6518 -3.3210
H 2.5248 -5.5293 -2.2145
H 2.9340 -3.8436 -2.5977
H -1.0622 -4.2498 -2.8317
H -1.0716 -2.6358 -3.6199
H -2.5046 -3.1491 -2.6903
O -4.4326 6.8626 4.6688
S -3.9733 5.6564 5.1881
O -4.8473 4.5445 5.3333
O -2.7729 5.2287 4.2694
C -2.2395 3.8724 4.4248
C -0.7425 3.9270 4.3096
C -3.1304 5.9116 6.7039
H -2.6989 3.2484 3.6544
H -2.5846 3.4553 5.3742
H -0.4487 4.5566 3.4762
H -0.3668 2.9110 4.1925
H -0.3121 4.3017 5.2406
H -2.4354 5.0865 6.8145
H -3.8189 6.0646 7.5220
H -2.5379 6.8138 6.5440
O 0.8951 1.7564 -5.0312
S 1.6022 0.5553 -5.1043
O 1.1796 -0.5198 -5.9232
O 3.0645 0.9177 -5.5692
C 3.9568 -0.1851 -5.8794
C 5.3755 0.3343 -5.8330
C 1.8475 0.0022 -3.4606
H 3.7517 -0.5877 -6.8721
H 3.8637 -1.0054 -5.1588
H 5.7263 0.4720 -4.8115
H 5.4247 1.2889 -6.3604
H 6.0539 -0.3456 -6.3469
H 2.2741 -0.9956 -3.4112
H 0.8470 -0.0507 -3.0386
H 2.4633 0.7290 -2.9435
C 0.4529 1.4890 -0.1708
Br -0.6642 2.2729 -1.5098
Br -0.2533 1.7170 1.5784
Br 2.2618 2.1660 -0.3315
H 0.5346 0.4385 -0.4171
```



*two*
Density functional theory data (ωB97M-V/def2-TZVPD) for a 6-piece molecular cluster, C18H37Br3O13S3 overall.

Its net charge is 0. The molar mass comes out at 797.39 g mol⁻¹. For the HOMO energy, the calculation gives -10.16 eV. As for the structure (SMILES): CCOS(C)(=O)=O.CCOS(C)(=O)=O.CCOS(C)(=O)=O.BrC(Br)Br.O=C1CCCO1.O=C1CCCO1. The HOMO-LUMO gap comes out at 9.0 eV.

```
74
C18H37Br3O13S3 | the OMol25 dataset | ωB97M-V/def2-TZVPD
C -6.4692 0.2382 -0.9163
C -5.1120 0.1279 -1.6787
O -4.9625 0.9713 -2.7980
S -6.3480 1.5469 -3.5754
C -5.4567 1.9561 -5.2057
O -7.2252 0.4188 -3.8998
O -6.6667 2.7922 -2.8564
H -6.3233 -0.2040 0.0692
H -7.1471 -0.3287 -1.5544
H -7.0009 1.1597 -0.6791
H -4.3715 0.6410 -1.0651
H -4.7182 -0.8308 -2.0161
H -4.4562 2.1296 -4.8095
H -5.8698 2.8039 -5.7522
H -5.5849 1.1030 -5.8719
C 8.1323 -2.5462 3.5056
C 8.2757 -2.1788 2.0017
O 7.2472 -1.3370 1.5057
S 7.4292 0.3311 1.4563
C 8.5860 0.3352 -0.0625
O 6.2708 1.0413 0.9775
O 8.1325 0.7749 2.6465
H 7.8436 -1.6575 4.0668
H 9.0770 -3.0294 3.7549
H 7.3515 -3.3065 3.5238
H 9.2533 -1.7571 1.7682
H 8.3195 -3.1234 1.4596
H 8.1833 -0.2463 -0.8919
H 9.6686 0.2318 0.0109
H 8.4283 1.3653 -0.3822
C -6.3652 4.1850 3.3286
C -4.8693 4.7116 3.3198
O -4.0714 4.1935 4.3184
S -3.7744 2.5949 4.4968
C -1.9741 2.6469 4.7120
O -4.4261 2.2844 5.8243
O -4.0992 1.8663 3.2805
H -6.4852 3.1446 3.0263
H -7.0833 4.7315 2.7172
H -6.8869 4.3483 4.2716
H -4.2482 4.5318 2.4423
H -4.8411 5.7849 3.5078
H -1.6388 3.1383 3.7986
H -1.7449 1.5844 4.6310
H -1.8035 3.0149 5.7237
Br 2.1394 -2.3097 0.9658
C 1.4099 -0.9193 -0.2211
Br -0.0415 0.2352 0.7927
Br 0.7698 -1.5376 -2.0470
H 2.2284 -0.2149 -0.3693
O 1.9963 -10.0446 2.8956
C 1.8470 -9.4512 1.8194
C 1.5719 -9.9505 0.4798
C 1.4818 -8.7018 -0.3853
C 2.1087 -7.6190 0.4923
O 2.1249 -8.1574 1.8083
H 2.4554 -10.5643 0.3041
H 0.6869 -10.5718 0.6169
H 2.0164 -8.7957 -1.3305
H 0.4778 -8.3224 -0.5758
H 3.1714 -7.4174 0.3576
H 1.7808 -6.5994 0.2898
O -0.7948 2.9139 -5.5780
C -0.4275 3.8612 -4.7942
C 0.6676 3.9217 -3.7935
C 0.6484 5.3478 -3.3645
C -0.4323 6.0562 -4.1212
O -1.1126 5.0625 -4.7646
H 0.5945 3.1873 -2.9913
H 1.6211 3.8604 -4.3180
H 0.5326 5.2913 -2.2822
H 1.5791 5.8585 -3.6116
H -1.1700 6.6114 -3.5417
H -0.1063 6.7857 -4.8627
```



The most stable arrangement is *one*, and the next structure is 63.9 kcal/mol less stable.



*one*
Density functional theory data (ωB97M-V/def2-TZVPD) for a 2-piece molecular cluster, C2H4 overall.

Its net charge is 0. The molar mass comes out at 28.05 g mol⁻¹. For the HOMO energy, the calculation gives -10.42 eV. The HOMO-LUMO gap comes out at 11.3 eV.

```
6
C2H4 | the OMol25 dataset | ωB97M-V/def2-TZVPD
C -0.0349 -0.5474 0.1772
C -0.2214 0.4927 -0.5331
H -0.4442 -1.4433 0.1956
H 1.1930 -0.7601 1.3231
H 0.3659 1.4931 -0.3411
H -1.0370 0.7188 -1.2184
```



*two*
Density functional theory data (ωB97M-V/def2-TZVPD) for a 3-piece molecular cluster, C2H4 overall.

Its net charge is 0. The molar mass comes out at 28.05 g mol⁻¹. For the HOMO energy, the calculation gives -10.64 eV. The HOMO-LUMO gap comes out at 9.6 eV.

```
6
C2H4 | the OMol25 dataset | ωB97M-V/def2-TZVPD
C -0.4249 1.0293 -0.1445
C 0.4927 1.3969 -0.9682
H -0.7471 0.3321 0.6146
H 1.0346 1.9835 0.6233
H 0.1023 -2.4042 -0.2909
H -0.4575 -2.3376 0.1657
```



The most stable arrangement is *one*, and the next structure is 76.1 kcal/mol less stable.



*one*
Density functional theory data (ωB97M-V/def2-TZVPD) for C23H39HgNO5SSbSe2Te2 as an isolated structure.

Its net charge is -2. The molar mass comes out at 1177.10 g mol⁻¹. For the HOMO energy (spin up / spin down), the calculation gives -0.09 / -0.69 eV. The spin multiplicity is 2. The HOMO-LUMO gap (spin up / spin down) comes out at 3.9 / 4.5 eV.

```
75
C23H39HgNO5SSbSe2Te2 | the OMol25 dataset | ωB97M-V/def2-TZVPD
Hg -2.9223 -0.8563 -0.8778
O -1.2199 1.2249 -0.9273
C -1.6124 2.3876 -0.8290
C -2.9405 2.8940 -0.9415
C -3.1875 4.2461 -0.6771
C -4.4798 4.7503 -0.6489
C -5.5719 3.8672 -0.8367
C -5.3612 2.5636 -1.1377
C -4.0392 2.0174 -1.2804
O -3.8829 0.8507 -1.7175
N -4.7153 6.1107 -0.4296
O -3.7461 6.8876 -0.3520
O -5.8919 6.5049 -0.3299
H -0.8637 3.1756 -0.5899
H -2.3631 4.9187 -0.4804
H -6.5708 4.2698 -0.7471
H -6.1841 1.8823 -1.3043
Se -5.0264 -1.9928 -0.9439
Te -4.7963 -4.3871 -0.2334
Te -1.5981 -4.7328 -1.1585
Se -1.0768 -2.3167 -0.6235
C 2.3643 2.5764 -0.3637
C 2.7337 1.5232 -1.3989
C 2.1150 1.9093 -2.7354
C 4.2455 1.4918 -1.5446
Sb 1.5635 -0.3802 -0.7979
C 2.4440 -0.8917 1.2697
C 1.7617 0.0730 2.2303
C 2.0545 -2.3122 1.6603
C 3.9511 -0.7206 1.3576
C 2.4811 -2.0225 -2.1401
C 1.5724 -2.0272 -3.3626
C 2.3755 -3.3845 -1.4725
C 3.9238 -1.7702 -2.5516
H 2.5915 3.5804 -0.7346
H 2.9249 2.4335 0.5602
H 1.3017 2.5366 -0.1323
H 2.4704 2.8916 -3.0626
H 1.0293 1.9518 -2.6573
H 2.3704 1.1855 -3.5104
H 4.6166 2.5094 -1.7135
H 4.5518 0.8884 -2.3935
H 4.7346 1.1092 -0.6530
H 0.6803 -0.0014 2.1267
H 2.0493 1.1040 2.0371
H 2.0198 -0.1616 3.2681
H 1.0362 -2.5478 1.3491
H 2.1103 -2.4371 2.7455
H 2.7160 -3.0465 1.2112
H 4.2306 0.3220 1.2165
H 4.4610 -1.3270 0.6109
H 4.3133 -1.0262 2.3447
H 0.5564 -2.2812 -3.0550
H 1.8974 -2.7771 -4.0878
H 1.5533 -1.0544 -3.8565
H 1.3888 -3.5233 -1.0286
H 3.1405 -3.5170 -0.7108
H 2.5086 -4.1700 -2.2182
H 3.9952 -0.9260 -3.2348
H 4.3204 -2.6492 -3.0685
H 4.5596 -1.5817 -1.6885
O -2.7119 -0.3089 1.2927
S -1.6345 -1.1163 1.9042
C -1.7101 -0.5654 3.6746
C -1.6132 -1.8328 4.4894
C -2.6194 -2.7841 3.8498
C -2.3453 -2.7536 2.3580
H -2.6756 -0.0759 3.7885
H -0.9099 0.1470 3.8534
H -1.8337 -1.6605 5.5462
H -0.6043 -2.2435 4.4004
H -3.6333 -2.4249 4.0479
H -2.5328 -3.8009 4.2376
H -3.2437 -2.9110 1.7612
H -1.5980 -3.4858 2.0462
```



*two*
Density functional theory data (ωB97M-V/def2-TZVPD) for C23H39HgNO5SSbSe2Te2 as an isolated structure.

Its net charge is -2. The molar mass comes out at 1177.10 g mol⁻¹. For the HOMO energy (spin up / spin down), the calculation gives -0.58 / -1.06 eV. The spin multiplicity is 2. The HOMO-LUMO gap (spin up / spin down) comes out at 4.5 / 5.0 eV.

```
75
C23H39HgNO5SSbSe2Te2 | the OMol25 dataset | ωB97M-V/def2-TZVPD
Hg 1.7414 0.7068 -3.0563
O -0.6414 -0.7713 -1.6683
C -0.5579 -1.9417 -1.9750
C -0.3544 -2.5145 -3.2976
C -0.5066 -3.8850 -3.3973
C -0.4124 -4.5380 -4.6153
C -0.1458 -3.7962 -5.7873
C 0.0265 -2.4515 -5.7171
C -0.0412 -1.7196 -4.4705
O 0.1576 -0.4831 -4.4645
N -0.5952 -5.9499 -4.6877
O -0.7587 -6.5865 -3.6451
O -0.4579 -6.5072 -5.7790
H -0.6746 -2.7203 -1.1831
H -0.7182 -4.4646 -2.5069
H -0.0743 -4.3224 -6.7289
H 0.2543 -1.8687 -6.6002
Se 3.4889 0.7604 -4.9382
Te 5.4574 1.2907 -3.4466
Te 3.9461 3.2733 -1.1097
Se 1.7266 2.0424 -0.8802
C -3.9519 0.1602 0.5290
C -3.5798 1.4919 1.1854
C -4.1178 2.6144 0.2935
C -4.2754 1.5659 2.5417
Sb -1.3461 1.6457 0.9668
C -0.5712 0.1510 2.4292
C -0.8427 -1.2007 1.7654
C 0.9486 0.3065 2.5312
C -1.1727 0.1699 3.8281
C -0.9073 3.6281 1.9081
C -0.9219 4.6029 0.7271
C 0.4991 3.6358 2.5001
C -1.8770 4.1112 2.9797
H -5.0276 0.1470 0.3031
H -3.7500 -0.6848 1.1910
H -3.4094 -0.0050 -0.4055
H -5.2078 2.5165 0.1903
H -3.6846 2.5742 -0.7092
H -3.9151 3.6027 0.7070
H -5.3545 1.4003 2.3999
H -4.1586 2.5332 3.0199
H -3.9238 0.8052 3.2341
H -0.4135 -1.2366 0.7630
H -1.9099 -1.4213 1.6871
H -0.3809 -2.0008 2.3614
H 1.4156 0.4437 1.5520
H 1.3666 -0.6062 2.9801
H 1.2398 1.1420 3.1634
H -2.2265 -0.1033 3.8228
H -1.0734 1.1484 4.3051
H -0.6514 -0.5621 4.4623
H -0.1758 4.3243 -0.0207
H -0.6881 5.6157 1.0828
H -1.8960 4.6401 0.2338
H 1.2428 3.2256 1.8131
H 0.5412 3.0848 3.4410
H 0.7885 4.6737 2.7159
H -2.8730 4.2913 2.5795
H -1.5157 5.0659 3.3892
H -1.9633 3.4071 3.8098
O 2.3559 -1.6360 -1.7965
S 2.6124 -1.3873 -0.3397
C 3.4587 -2.9036 0.2461
C 4.7139 -2.4628 0.9832
C 5.2906 -1.3301 0.1353
C 4.1281 -0.3953 -0.1642
H 3.6998 -3.4328 -0.6782
H 2.7644 -3.5024 0.8352
H 5.4107 -3.2937 1.1181
H 4.4549 -2.0856 1.9779
H 5.6928 -1.7260 -0.8003
H 6.0971 -0.7970 0.6409
H 4.2455 0.1694 -1.0924
H 3.9353 0.3259 0.6319
```



The most stable arrangement is *two*, and the next structure is 47.8 kcal/mol less stable.